1.
C23H53AsCuN8O3P4S as an isolated structure. Source: OMol25; level of theory: the ωB97M-V functional and the def2-TZVPD basis.

Its spin multiplicity is 2. The calculation puts the largest force on an atom at 0.0115 hartree/bohr. As for the total charge: +2. The value obtained for the LUMO energy (alpha / beta) is -3.88 / -5.93 eV. The calculation puts the energy relative to the best compared isomer or geometry (same formula, charge and spin) at 1.345 eV. The total energy is -196237.360 eV.

Structure (XYZ):
```
94
Properties=species:S:1:pos:R:3:lowdin_charge:R:1
Cu -0.175 -1.051 0.631 0.4204
C 3.256 0.013 -3.315 -0.0729
N 1.980 -0.282 -2.660 -0.2764
C 0.835 0.328 -3.329 -0.1017
P 1.788 -1.697 -1.876 0.5048
O 0.486 -1.725 -1.146 -0.3031
O 3.055 -1.752 -0.891 -0.2511
P 3.094 -1.144 0.599 0.5260
O 1.742 -1.143 1.252 -0.3551
N 3.611 0.387 0.423 -0.2805
C 2.993 1.513 1.127 -0.0665
C 5.001 0.608 0.024 -0.0759
N 4.161 -2.145 1.310 -0.2824
C 5.082 -3.010 0.570 -0.0727
C 4.008 -2.510 2.719 -0.0633
N 1.989 -3.065 -2.745 -0.2829
C 3.297 -3.502 -3.233 -0.0757
C 0.875 -3.471 -3.610 -0.0763
H 3.418 1.091 -3.298 0.0976
H 3.259 -0.323 -4.356 0.0933
H 4.083 -0.461 -2.790 0.0704
H 0.945 1.406 -3.269 0.0440
H -0.088 0.062 -2.817 0.0711
H 0.783 0.019 -4.378 0.0927
H 1.959 1.285 1.373 0.0613
H 3.002 2.386 0.473 0.0879
H 3.540 1.754 2.043 0.0959
H 5.357 -0.202 -0.613 0.0706
H 5.661 0.683 0.892 0.0972
H 5.063 1.533 -0.549 0.0964
H 5.330 -2.586 -0.399 0.0677
H 4.654 -4.005 0.422 0.0983
H 6.006 -3.104 1.140 0.0978
H 3.290 -1.860 3.211 0.0562
H 4.966 -2.414 3.231 0.0965
H 3.660 -3.541 2.809 0.0986
H 4.083 -3.204 -2.545 0.0680
H 3.516 -3.098 -4.226 0.0917
H 3.299 -4.590 -3.298 0.0967
H -0.070 -3.130 -3.193 0.0765
H 0.852 -4.560 -3.664 0.0946
H 0.990 -3.075 -4.623 0.0923
C -0.853 3.050 3.095 -0.2642
P -1.681 1.911 1.905 0.8565
C -2.950 3.082 1.299 -0.3095
C -2.662 0.861 3.075 -0.3805
C -3.923 1.232 3.542 -0.0799
C -4.624 0.455 4.452 -0.0554
C -4.076 -0.724 4.930 -0.0620
C -2.837 -1.132 4.466 -0.0885
C -2.139 -0.364 3.532 -0.3820
P -0.551 -0.978 2.930 0.8863
C -0.549 -2.782 3.219 -0.2280
C 0.699 -0.359 4.089 -0.1936
H -1.543 3.450 3.839 0.0532
H -0.442 3.875 2.510 0.0420
H -0.022 2.571 3.607 0.0094
H -3.459 3.607 2.108 0.0416
H -3.687 2.570 0.678 0.0392
H -2.426 3.814 0.684 -0.0096
H -4.372 2.156 3.206 0.0921
H -5.596 0.781 4.799 0.1157
H -4.609 -1.325 5.654 0.1148
H -2.424 -2.063 4.831 0.0980
H -1.496 -3.206 2.885 0.0558
H -0.401 -3.027 4.271 0.0571
H 0.262 -3.230 2.645 0.0437
H 0.496 -0.817 5.058 0.0683
H 0.627 0.718 4.195 0.0310
H 1.699 -0.621 3.755 0.0186
C -1.976 5.887 -1.903 -0.2497
As -1.416 4.127 -2.447 0.6098
C -0.666 4.356 -4.207 -0.2531
C -3.040 3.133 -2.739 -0.2520
S -0.138 3.216 -1.070 0.0275
H -2.279 6.472 -2.771 0.0418
H -1.139 6.366 -1.402 0.0380
H -2.813 5.800 -1.212 0.0347
H -1.370 4.879 -4.853 0.0439
H -0.445 3.380 -4.626 0.0249
H 0.254 4.930 -4.118 0.0425
H -3.692 3.667 -3.429 0.0447
H -3.540 2.998 -1.782 0.0152
H -2.777 2.160 -3.150 0.0303
N -5.522 -2.352 -2.634 0.1986
C -4.749 -2.133 -1.571 -0.4745
N -5.167 -2.540 -0.366 0.2057
N -3.602 -1.488 -1.777 0.1355
C -2.794 -1.308 -0.787 -0.2839
N -2.039 -1.110 0.075 0.1286
H -6.385 -2.863 -2.580 0.1267
H -5.174 -2.080 -3.537 0.1279
H -6.030 -3.042 -0.243 0.1275
H -4.599 -2.376 0.447 0.1113
```


2.
C4H8B2 as an isolated structure in a non-equilibrium geometry. Source: OMol25; level of theory: the ωB97M-V functional and the def2-TZVPD basis.

The calculation puts the largest force on an atom at 0.0923 hartree/bohr. As for the total charge: 0. The value obtained for the LUMO energy is -0.53 eV. The calculation puts the energy relative to the best compared isomer or geometry (same formula, charge and spin) at 2.116 eV. The total energy is -5625.378 eV.

Structure (XYZ):
```
14
Properties=species:S:1:pos:R:3:lowdin_charge:R:1
B -1.361 -1.085 0.483 -0.2115
B 0.054 -1.004 -0.780 -0.4384
C -0.757 1.604 -0.206 0.0702
C 2.132 0.416 0.297 0.0108
C -0.776 0.284 -0.196 -0.1557
C 1.307 -0.333 -0.311 0.0448
H -1.310 -1.051 1.709 0.0660
H -2.506 -1.535 0.205 0.0713
H -0.319 -1.246 -1.930 0.1242
H -0.205 -1.910 0.099 0.1229
H 0.130 2.077 -0.513 0.0599
H -1.558 2.134 -0.001 0.0233
H 1.894 1.277 0.971 0.1029
H 3.274 0.370 0.173 0.1092
```


3.
A 7-piece molecular cluster, C22H46N3O12PSi overall in a non-equilibrium geometry. Source: OMol25; level of theory: the ωB97M-V functional and the def2-TZVPD basis.

Its SMILES is C=CC(=O)OCCCCCCc1cc2ncc(N)nc2c(CCO[Si](C)(C)C)c1P(=O)(O)O.O.O.O.O.O.O. The calculation puts the largest force on an atom at 0.1549 hartree/bohr. As for the total charge: 0. The value obtained for the LUMO energy is -1.70 eV. The total energy is -69748.340 eV.

Structure (XYZ):
```
85
Properties=species:S:1:pos:R:3:lowdin_charge:R:1
C 5.669 -1.148 2.207 0.0466
C 5.026 -2.307 1.508 -0.0615
C 3.855 -3.273 2.205 -0.2746
O 3.549 -2.980 3.474 -0.0439
O 3.214 -4.322 1.385 -0.1207
C 1.837 -3.957 1.004 -0.1853
C 1.917 -2.998 -0.334 -0.1764
C 2.587 -3.831 -1.575 -0.1898
C 1.681 -3.905 -2.939 -0.2110
C 0.068 -4.063 -2.699 -0.1944
C -0.836 -2.785 -3.220 -0.1762
C -1.685 -2.057 -1.983 -0.0972
C -3.104 -2.846 -1.582 0.0247
C -4.105 -2.327 -0.349 -0.1516
N -5.331 -3.163 -0.108 0.0443
C -6.062 -2.556 1.058 -0.0286
C -5.671 -1.217 1.899 -0.2207
N -6.547 -0.733 3.053 0.0203
N -4.447 -0.413 1.569 0.0883
C -3.635 -0.986 0.444 -0.0926
C -2.225 -0.186 0.042 -0.0152
C -1.789 1.170 0.913 -0.1271
C -1.728 2.536 -0.051 -0.2566
O -0.392 3.113 0.167 -0.3195
Si -0.216 4.702 -0.560 0.4737
C 1.615 4.779 -1.269 -0.1983
C -1.413 5.072 -2.022 -0.2174
C -0.288 5.989 0.886 -0.1945
C -1.206 -0.714 -1.175 -0.1275
P 0.404 0.220 -1.624 0.7609
O 0.147 1.564 -2.477 -0.3823
O 1.548 -0.710 -2.566 -0.2385
O 1.239 0.564 -0.094 -0.2238
H 6.452 -1.259 3.094 0.0954
H 5.464 -0.023 1.867 0.0613
H 5.408 -2.564 0.408 0.1182
H 1.113 -4.890 0.870 0.1275
H 1.385 -3.311 1.874 0.1316
H 2.692 -2.132 -0.061 0.1061
H 0.911 -2.449 -0.587 0.0812
H 3.609 -3.293 -1.873 0.1182
H 2.920 -4.901 -1.168 0.1254
H 2.029 -4.894 -3.511 0.1125
H 1.905 -3.026 -3.715 0.1050
H -0.291 -5.031 -3.298 0.1211
H -0.231 -4.285 -1.569 0.1101
H -1.681 -3.260 -3.916 0.1163
H -0.262 -2.025 -3.899 0.0963
H -3.431 -3.814 -2.196 0.1164
H -7.051 -3.126 1.409 0.1143
H -7.218 0.008 2.711 0.0935
H -7.114 -1.581 3.320 0.0728
H -2.585 1.441 1.753 0.1104
H -0.768 1.006 1.511 0.1255
H -1.989 2.291 -1.164 0.1158
H -2.539 3.325 0.327 0.1285
H 2.083 3.686 -1.369 0.0512
H 2.284 5.387 -0.491 0.0359
H 1.653 5.358 -2.312 0.0236
H -2.543 5.011 -1.727 0.0439
H -1.160 4.380 -2.954 0.0648
H -1.180 6.181 -2.387 0.0598
H -1.063 6.826 0.617 0.0555
H -0.616 5.397 1.870 0.0220
H 0.803 6.390 1.095 0.0521
H 1.316 -0.547 -3.546 0.0964
H 1.052 -0.289 0.437 0.0729
O -1.330 6.366 4.140 -0.0799
H -0.922 6.921 4.821 0.0392
H -1.103 5.463 4.406 0.0123
O 0.524 4.224 3.768 -0.0663
H 1.176 4.925 3.915 0.0547
H 0.345 4.265 2.817 0.0033
O 5.475 2.011 1.342 -0.0716
H 4.520 1.910 1.213 0.0454
H 5.549 2.737 1.979 0.0512
O -2.428 -5.590 -0.443 -0.0731
H -2.282 -5.704 0.508 0.0385
H -3.145 -4.939 -0.493 -0.0195
O 0.170 -6.309 2.332 -0.0672
H 0.578 -5.754 3.014 0.0453
H 0.397 -7.212 2.599 0.0495
O 2.324 6.575 -3.907 -0.0699
H 2.976 7.277 -3.760 0.0470
H 2.145 6.616 -4.858 0.0459
```


4.
C3H4F2S2 in the gas phase in a non-equilibrium geometry. Source: OMol25; level of theory: the ωB97M-V functional and the def2-TZVPD basis.

Its SMILES is FC(F)CC(=S)S. The calculation puts the largest force on an atom at 0.0368 hartree/bohr. As for the total charge: 0. The value obtained for the LUMO energy is -0.41 eV. The calculation puts the energy relative to the best compared isomer or geometry (same formula, charge and spin) at 0.115 eV. The total energy is -30280.903 eV.

Structure (XYZ):
```
11
Properties=species:S:1:pos:R:3:lowdin_charge:R:1
C -1.173 0.619 0.129 -1.2320
C 0.349 0.638 0.020 -0.2039
C 0.885 -0.658 -0.681 -0.3783
H -0.824 -0.802 1.991 -0.1153
H 0.857 0.782 0.970 0.1191
H 0.663 1.422 -0.649 0.0995
H 0.394 -0.897 -1.629 0.1608
F 2.228 -0.509 -0.841 0.0561
F 0.648 -1.695 0.163 0.0295
S -1.941 -0.252 1.463 0.7643
S -2.085 1.351 -0.937 0.7002
```